C6H33N2O9 | ωB97M-V/def2-TZVPD

XYZ file:
```
50
Properties=species:S:1:pos:R:3
C 2.83652 -0.36837 0.13921
C 1.60484 -0.55140 1.04801
C 0.34769 -0.85441 0.28546
C -0.17521 -2.07520 0.12090
N -1.30736 -2.29229 -0.66290
C -2.40715 -1.28421 -0.68899
C -3.73645 -2.04636 -0.67153
N 2.40957 0.34009 -1.12164
H 3.35200 -1.26903 -0.18251
H 3.55737 0.33533 0.55699
H 1.90898 -1.40262 1.64872
H 1.46519 0.33326 1.64986
H -0.16958 -0.00911 -0.16227
H 0.30361 -2.94613 0.54218
H -1.70930 -3.21268 -0.55507
H -2.30642 -0.67376 -1.58187
H -2.35477 -0.80789 0.28713
H -3.78620 -2.79837 -1.45913
H -3.77627 -2.60583 0.26887
H -4.54436 -1.32219 -0.63146
H 1.66548 -0.16132 -1.61022
H 3.13345 0.37907 -1.83264
H 2.08296 1.27517 -0.87438
H 1.01097 -4.05197 -2.01355
H -0.16397 -3.13521 -2.46971
O 0.71314 -3.46563 -2.71559
H -1.64408 4.20431 -0.13330
H -1.96943 2.65042 0.02284
O -1.48823 3.32718 -0.48954
H -0.26388 2.75341 -3.55104
H -0.56928 3.08571 -2.13807
O 0.06285 2.55794 -2.66238
H 0.48275 3.11321 -0.37144
H 1.68494 3.87089 -0.89836
O 1.45766 3.06991 -0.41341
H 0.87300 -0.91940 4.25376
H 1.13169 0.52347 3.62261
O 0.68152 -0.32399 3.52398
H 1.75685 2.67832 1.74988
H 2.37932 2.98210 3.16422
O 2.10180 2.28705 2.56209
H -2.54175 1.22737 2.17679
H -3.64544 2.11142 1.72573
O -2.69534 1.99689 1.58575
H -1.07181 -0.26270 2.37370
H -1.98891 -0.53304 3.64231
O -1.95684 -0.48737 2.68527
H 1.93138 -2.31316 -2.91055
H 2.86550 -1.43746 -3.85403
O 2.47099 -1.49144 -2.98069
```

Results
HOMO-LUMO gap (eV): 8.932
HOMO (eV): -11.104
Total charge: +1
Relative energy (zero: lowest compared OMol25 entry of this formula, charge and spin) (kcal/mol): 26.2

Atomic partial charges in e from the Mulliken method, atoms 1 to 4:
1. C -0.854
2. C 0.678
3. C -1.041
4. C -0.235

=====

C8H24BrMgN2O3 | ωB97M-V/def2-TZVPD

XYZ file:
```
39
Properties=species:S:1:pos:R:3
Mg 1.92623 1.19391 -6.52545
Br 1.15814 0.92728 -4.24766
O -1.78725 -0.56862 -3.66634
H -1.72375 -0.53711 -2.71177
H -0.99519 -0.12808 -3.97422
C -1.89394 1.98876 -1.59215
C -0.99878 1.23614 -0.57103
C -1.71077 1.01229 0.77330
O -1.91491 2.28308 1.46998
C -2.62471 2.29685 2.69089
N -0.49058 0.00145 -1.18630
H -1.97194 3.03738 -1.30506
H -2.90216 1.57454 -1.59702
H -1.48823 1.79918 -2.58591
H -0.16705 1.89389 -0.31864
H -1.12038 0.34834 1.40474
H -2.69906 0.56211 0.67996
H -2.56022 3.26266 3.19204
H -2.02517 1.66281 3.34407
H -3.68029 2.02696 2.72252
H 0.30809 -0.47684 -0.79457
H -0.03957 0.26636 -2.05031
C 1.15878 -2.41484 2.98622
C 0.97189 -1.63763 1.66832
C 2.33493 -1.28170 1.00206
O 2.07024 -0.57938 -0.19637
C 3.21822 -0.42143 -1.06808
N 0.19255 -2.40713 0.78605
H 0.15209 -2.71504 3.27700
H 1.63184 -1.84144 3.78342
H 1.70808 -3.35060 2.88274
H 0.56076 -0.65126 1.88313
H 2.91505 -2.19155 0.84799
H 2.95131 -0.67176 1.66247
H 2.81022 -0.04446 -2.00591
H 3.52027 -1.43472 -1.33285
H 3.92426 0.25368 -0.58451
H -0.02744 -1.83398 -0.01595
H -0.69160 -2.44026 1.27316
```

Results
HOMO-LUMO gap (eV): 3.050
HOMO (eV): -11.241
Total charge: +1
Relative energy (zero: lowest compared OMol25 entry of this formula, charge and spin) (kcal/mol): 22.0

Atomic partial charges in e from the Mulliken method, atoms 1 to 4:
1. Mg 0.719
2. Br 0.057
3. O -0.614
4. H 0.355

=====

C17H34O2P2Zr | ωB97M-V/def2-TZVPD

XYZ file:
```
56
Properties=species:S:1:pos:R:3
P -0.02915 -1.65825 1.50478
P -0.26145 1.57847 1.42374
C -0.27591 -0.81361 -0.11466
C 0.18685 0.65106 -0.13804
H -1.35322 -0.88489 -0.32895
H 0.24361 -1.40525 -0.88332
H 1.28552 0.71606 -0.23583
H -0.24665 1.18257 -1.00427
C -1.90160 2.28367 1.05991
H -2.16038 2.97280 1.87479
H -2.65539 1.48785 1.02437
H -1.91422 2.83469 0.11242
C 0.85113 3.00934 1.43857
H 0.88971 3.50513 0.46177
H 1.86223 2.69618 1.73356
H 0.48535 3.72863 2.18190
C -1.08470 -3.14369 1.43366
H -0.85519 -3.80506 2.28306
H -0.92417 -3.68100 0.48727
H -2.13765 -2.83272 1.50575
C 1.68294 -2.28723 1.40963
H 2.38639 -1.45209 1.52248
H 1.83916 -2.78912 0.44629
H 1.86037 -2.99073 2.23548
Zr -0.44796 -0.13354 3.49646
C 0.35641 1.44591 -3.66306
C -0.96457 1.49178 -3.44734
C -2.01310 0.75859 -4.23795
C -1.59575 -0.62765 -4.78974
C -0.90877 -1.52223 -3.79598
C 0.40324 -1.58510 -3.54193
C 1.47803 -0.79410 -4.23803
C 1.07404 0.62909 -4.69945
C -0.09003 -2.01181 4.64086
H 1.02794 2.10486 -3.09461
H -1.37867 2.21176 -2.73099
H -2.33306 1.37862 -5.09631
H -2.90757 0.63343 -3.60324
H -2.52408 -1.13645 -5.09229
H -0.99336 -0.49288 -5.69721
H -1.59745 -2.22163 -3.30026
H 0.79343 -2.35715 -2.86769
H 1.83002 -1.34896 -5.12819
H 2.34975 -0.71694 -3.56436
H 2.01013 1.15790 -4.93612
H 0.50000 0.55970 -5.63196
H 0.58002 -1.78085 5.48446
H 0.26521 -2.94336 4.19579
H -1.07880 -2.21917 5.09004
C 0.91783 1.71813 6.24432
O 0.51508 1.00846 5.07048
C 1.44085 0.88232 3.97912
O 2.53694 1.39244 3.98036
H 1.93560 2.07165 6.12508
H 0.83025 1.00732 7.06331
H 0.21483 2.53705 6.35206
```

Results
HOMO-LUMO gap (eV): 5.092
HOMO (eV): -13.526
Total charge: +2
Relative energy (zero: lowest compared OMol25 entry of this formula, charge and spin) (kcal/mol): 0.0

Atomic partial charges in e from the Mulliken method, atoms 1 to 4:
1. P 1.200
2. P 0.614
3. C -0.346
4. C -0.094

=====

C33H38FeGeIN9SSe | ωB97M-V/def2-TZVPD

XYZ file:
```
85
Properties=species:S:1:pos:R:3
Fe -0.31226 -0.75073 0.07922
N -2.18056 3.16354 0.13682
C -1.50091 2.01951 0.24200
S -1.84304 0.69651 -0.81149
N -0.58462 1.97064 1.23751
N 0.04500 0.81753 1.24894
C 0.84425 0.55010 2.37314
C 1.17839 -0.77957 2.56624
C 1.93573 -1.24637 3.66824
C 2.20047 -2.58665 3.78674
C 1.72234 -3.46992 2.81388
C 0.98928 -2.96041 1.75102
N 0.71855 -1.67038 1.61177
H -2.84558 3.30360 -0.60548
H -1.97364 3.91795 0.77130
H 1.14415 1.35454 3.03090
H 2.28373 -0.53584 4.40549
H 2.77077 -2.95726 4.62772
H 1.90981 -4.53176 2.87443
H 0.59828 -3.61479 0.98104
I -2.56994 -1.51065 2.29231
C -2.38490 -3.30078 1.23524
C -2.86277 -4.42612 1.84760
C -2.93415 -5.64114 1.13998
C -2.59045 -5.67999 -0.17572
C -2.10250 -4.52537 -0.83301
C -1.81798 -4.55649 -2.22127
C -1.37965 -3.44763 -2.87286
C -1.11472 -2.26679 -2.14366
C -1.31162 -2.20715 -0.78609
C -1.92050 -3.31107 -0.10642
H -3.21857 -4.38058 2.86782
H -3.30487 -6.52509 1.64132
H -2.69685 -6.59468 -0.74584
H -1.98658 -5.48229 -2.75823
H -1.20670 -3.46921 -3.94120
H -0.69886 -1.41109 -2.66875
C -3.91606 2.80306 -3.34136
Ge -2.59408 2.23128 -4.67268
C -2.92409 3.12645 -6.37464
C -2.70870 0.29391 -4.86260
C -0.81250 2.78380 -4.00985
Se 0.39775 1.32377 -3.56949
C 1.02934 0.97104 -5.36927
H -4.92668 2.74082 -3.74576
H -3.74167 3.83752 -3.03746
H -3.87038 2.14570 -2.46977
H -3.91493 2.88124 -6.75725
H -2.18525 2.81715 -7.11532
H -2.85866 4.20908 -6.26022
H -3.70747 0.02250 -5.20766
H -2.53027 -0.18890 -3.90134
H -1.98327 -0.08809 -5.58135
H -0.92828 3.35871 -3.08958
H -0.30328 3.43184 -4.72439
H 0.19200 0.73493 -6.02369
H 1.68710 0.10450 -5.31645
H 1.58013 1.82639 -5.75445
C 2.46393 1.48796 -0.73965
C 2.45326 0.08404 -1.23070
N 1.51059 -0.82458 -1.05125
C 1.96030 -1.98850 -1.65365
C 3.17600 -1.77353 -2.20084
N 3.48696 -0.45710 -1.91824
C 4.69319 0.21379 -2.36449
N 4.67089 0.53715 -3.76105
N 4.90050 -0.46312 -4.65170
N 4.79173 -0.01248 -5.83678
C 4.47671 1.33031 -5.76695
C 4.26156 2.25994 -6.78803
C 3.95294 3.54431 -6.40897
C 3.86390 3.90659 -5.04670
C 4.07830 3.00113 -4.03305
C 4.38653 1.69603 -4.42671
H 1.45792 1.78627 -0.46533
H 2.79527 2.16631 -1.52379
H 3.11404 1.59070 0.13294
H 1.36869 -2.88757 -1.66018
H 3.83424 -2.39990 -2.77703
H 5.53576 -0.45197 -2.19007
H 4.83702 1.12260 -1.78753
H 4.34508 1.96875 -7.82609
H 3.78327 4.30131 -7.16245
H 3.62415 4.93103 -4.79358
H 4.01798 3.30030 -2.99501
```

Results
2S+1: 6
HOMO-LUMO gap (spin up / spin down) (eV): 6.094 / 4.939
HOMO (spin up / spin down) (eV): -9.307 / -10.069
Total charge: +1
Relative energy (zero: lowest compared OMol25 entry of this formula, charge and spin) (kcal/mol): 35.2

Atomic partial charges in e from the Mulliken method, atoms 1 to 4:
1. Fe -0.366
2. N -0.322
3. C 0.455
4. S -0.235

=====

C4H6O2 | ωB97M-V/def2-TZVPD

XYZ file:
```
12
Properties=species:S:1:pos:R:3
O 2.38333 -1.55366 0.57793
C 1.73733 -0.63231 0.73625
C -0.04959 -0.07548 -0.77920
C -0.71609 -0.62230 0.48237
O -1.19638 0.69953 0.76238
C -0.25650 1.30487 -0.15985
H 0.09410 -0.92250 1.25560
H 0.71939 -0.41726 -1.47914
H -1.00189 -0.24437 -1.28378
H -1.52980 -1.36495 0.34651
H 0.55201 1.81659 0.38355
H -0.73592 2.01184 -0.84264
```

Results
HOMO-LUMO gap (eV): 10.622
HOMO (eV): -9.585
Total charge: 0
Relative energy (zero: lowest compared OMol25 entry of this formula, charge and spin) (kcal/mol): 83.1

Atomic partial charges in e from the Mulliken method, atoms 1 to 4:
1. O -0.229
2. C 0.033
3. C -0.652
4. C -0.110

=====

C3H13BGdO3PS2 | ωB97M-V/def2-TZVPD

XYZ file:
```
24
Properties=species:S:1:pos:R:3
C 2.13593 -1.30558 -0.06091
C 2.22434 0.33071 0.02210
B 0.79752 1.11753 -0.19949
O 0.75400 2.11860 -1.32168
P -0.79377 0.92152 0.84829
S 0.23523 0.07622 2.53257
C -1.23427 -0.78547 0.09494
S -3.00615 -0.85182 -0.61728
O -2.91353 -1.31998 -2.12198
O -3.86946 -1.89229 0.13552
H 1.49816 -1.72304 -0.95074
H 3.24718 -1.70562 -0.21743
H 1.78038 -1.80905 0.96135
H 2.74580 0.66599 1.03997
H 2.98166 0.68441 -0.82999
H 1.03293 2.98895 -0.86466
H -2.02069 0.83983 1.63282
H -0.55535 2.22877 1.40439
H -1.52192 1.55219 -0.23028
H -0.02337 -1.29682 2.68320
H -1.06559 -1.69582 0.81061
H -0.53273 -0.93460 -0.85686
H -3.52686 0.45233 -0.63749
Gd 1.63054 1.34304 -3.25696
```

Results
2S+1: 8
HOMO-LUMO gap (spin up / spin down) (eV): 4.962 / 5.566
HOMO (spin up / spin down) (eV): -15.589 / -15.344
Total charge: +2

Atomic partial charges in e from the Mulliken method, atoms 1 to 4:
1. C -0.761
2. C -0.181
3. B 0.325
4. O -0.489